Entry 1:
{"formula": "C8H28BCl3CrMgO8S2", "method": "ωB97M-V/def2-TZVPD", "symbols": ["Cr", "Mg", "Cl", "Cl", "Cl", "B", "H", "H", "H", "H", "O", "S", "O", "O", "C", "C", "C", "H", "H", "H", "H", "H", "H", "H", "H", "O", "S", "O", "O", "C", "C", "C", "H", "H", "H", "H", "H", "H", "H", "H", "C", "O", "H", "H", "H", "H", "C", "O", "H", "H", "H", "H"], "positions_angstrom": [[-22.913811, 15.527594, -22.520702], [-26.985312, 16.571440, -21.755191], [-22.920115, 17.965358, -22.522188], [-27.359388, 17.572361, -19.700731], [-28.503913, 15.465419, -22.945197], [-25.305325, 15.373464, -21.653620], [-24.432677, 14.655691, -21.485971], [-24.990184, 16.460033, -21.528182], [-25.735558, 15.334721, -22.704407], [-26.140666, 15.172805, -20.911182], [-22.925825, 13.306181, -22.696919], [-22.984165, 11.881341, -22.967439], [-22.861985, 11.368528, -24.297981], [-21.801176, 11.284683, -22.028700], [-21.519468, 9.870110, -22.113856], [-19.994269, 9.731251, -22.006186], [-24.437411, 11.179293, -22.074633], [-21.859974, 9.380168, -23.025584], [-22.018028, 9.427662, -21.248796], [-19.572049, 10.105636, -22.935245], [-19.795419, 8.664351, -21.893296], [-19.624131, 10.268605, -21.138571], [-24.352363, 10.111182, -22.253435], [-25.314498, 11.550420, -22.603099], [-24.378020, 11.538935, -21.054584], [-21.339951, 14.493510, -18.382725], [-22.379262, 15.160783, -19.126865], [-22.127718, 15.617254, -20.480304], [-23.557716, 14.105523, -19.235228], [-24.147533, 13.607404, -18.017383], [-25.472736, 12.965546, -18.433929], [-23.179178, 16.499235, -18.257748], [-24.276461, 14.267080, -17.165699], [-23.523120, 12.773485, -17.690833], [-26.071421, 12.763222, -17.538699], [-25.412083, 11.944480, -18.815476], [-26.013269, 13.636721, -19.098744], [-23.120399, 16.304384, -17.188592], [-24.210778, 16.462668, -18.609493], [-22.712489, 17.465606, -18.425319], [-24.170283, 14.377251, -25.383756], [-23.889075, 15.433946, -24.443775], [-23.263742, 14.037079, -25.875897], [-24.762893, 13.648791, -24.817359], [-24.972095, 14.642096, -26.082906], [-23.748475, 16.197432, -25.025946], [-27.467697, 19.198730, -23.025608], [-26.391611, 18.296881, -22.800995], [-28.401790, 18.710289, -23.300388], [-27.677593, 19.833538, -22.165800], [-27.269616, 19.840560, -23.888552], [-25.592093, 18.828922, -22.694061]], "forces_ev_per_angstrom": [[-0.76, 0.88, 0.34], [-0.91, 1.38, 0.29], [0.25, -1.00, -0.38], [-0.02, 0.07, 0.05], [-0.66, -0.11, -0.45], [1.03, -0.64, -0.12], [0.91, -1.15, 0.30], [0.85, 1.75, 0.56], [-0.47, -0.55, -1.81], [-0.91, -1.02, 1.54], [0.35, -0.56, -0.50], [0.21, -0.71, 2.06], [-0.22, 0.39, 0.46], [-1.07, 0.86, -1.38], [0.96, -0.28, 0.81], [-1.14, -0.32, -0.18], [0.92, 0.80, -1.73], [-0.24, 0.44, -0.13], [0.02, -0.15, -0.09], [0.32, 0.01, 0.12], [0.29, 0.07, -0.06], [0.10, 0.06, -0.04], [-0.04, -0.10, 0.42], [-0.08, 0.11, 0.17], [-0.01, -0.16, 0.09], [-0.36, 1.21, -0.57], [-0.06, -0.92, 0.84], [0.09, -0.53, -0.25], [0.10, 1.15, -0.11], [-0.45, -2.65, -0.24], [-0.44, 0.14, 0.82], [0.17, -0.34, 0.29], [0.15, 0.76, -0.49], [0.36, 0.32, 0.25], [-0.05, 0.56, 0.04], [0.56, 0.29, -0.62], [-0.16, -0.19, -0.03], [-0.07, -0.20, -0.04], [-0.03, 0.34, -0.05], [0.12, -0.14, -0.48], [-1.55, -0.60, 0.77], [0.56, 0.60, -1.12], [-0.15, -0.33, 0.11], [0.98, -0.44, 0.05], [0.61, 0.76, -0.24], [0.05, 0.33, 0.81], [-0.71, 1.05, -0.62], [-0.38, 0.02, -0.24], [0.28, -0.69, 0.29], [0.18, -0.13, 0.20], [0.33, 0.03, 0.08], [0.19, -0.48, 0.19]], "mulliken_charge": [0.277, 0.426, -0.592, -0.690, -0.649, 1.755, -0.725, -0.025, -0.309, -0.157, -0.190, 0.716, -0.601, -0.188, -0.308, -1.301, -0.797, 0.425, 0.317, 0.317, 0.387, 0.332, 0.440, 0.441, 0.075, -0.632, 1.200, -0.417, -0.312, -0.279, -0.998, -0.940, 0.484, 0.164, 0.433, 0.270, 0.178, 0.397, 0.283, 0.403, -0.634, -0.049, 0.328, 0.120, 0.334, 0.203, -0.755, -0.288, 0.287, 0.328, 0.302, 0.215], "homo_lumo_gap_ev": [8.38, 8.34], "spin_multiplicity": 5, "energy_ev": -118913.331, "e_homo_ha": [-0.31452, -0.31473]}

=====

Entry 2:
{"formula": "C4H7NO2", "method": "ωB97M-V/def2-TZVPD", "symbols": ["C", "C", "C", "C", "N", "O", "O", "H", "H", "H", "H", "H", "H", "H"], "positions_angstrom": [[-1.228524, -0.418497, 0.431722], [-0.796956, 0.798356, 0.720484], [-0.850143, -1.280835, -0.804544], [-0.254281, 1.922075, 0.619976], [1.833179, 0.061347, 0.674639], [1.866054, -0.082444, -0.713037], [2.112554, -0.916842, 1.240492], [-1.858775, -0.973904, 1.167160], [-0.481249, -0.631737, -1.572979], [-1.704247, -1.770822, -1.209834], [-0.189416, -2.089788, -0.508185], [0.907400, 1.935271, 0.795602], [-0.650388, 2.870906, 0.250095], [1.294791, 0.576914, -1.091595]], "forces_ev_per_angstrom": [[-0.42, -0.78, 0.98], [-2.23, -4.26, -1.65], [-0.57, 1.23, 1.31], [4.35, 3.92, -0.05], [-0.06, 0.26, 0.53], [0.96, -1.68, -0.01], [0.37, -0.17, -0.55], [0.70, 0.57, -0.38], [0.59, -0.02, -0.45], [-0.99, -0.26, -0.19], [0.51, 0.24, -0.05], [-2.46, 0.42, 0.25], [-0.35, -0.50, 0.16], [-0.39, 1.04, 0.11]], "mulliken_charge": [-0.167, 0.195, -1.015, -0.706, 0.263, -0.342, -0.381, 0.260, 0.259, 0.419, 0.273, 0.324, 0.266, 0.351], "smiles": "C=C=CC.O=NO", "homo_lumo_gap_ev": 9.69, "energy_ev": -9841.209, "e_homo_ha": -0.34404}

=====

Entry 3:
{"formula": "C5H14OS", "method": "ωB97M-V/def2-TZVPD", "symbols": ["C", "C", "C", "C", "S", "C", "H", "H", "H", "H", "H", "H", "H", "H", "H", "H", "H", "H", "H", "H", "O"], "positions_angstrom": [[1.604244, 1.883750, -0.442696], [0.502870, 1.097744, -1.297397], [-1.001305, 1.261154, -0.707939], [-1.468516, 0.427728, 0.399765], [-1.308611, -1.295707, -0.117513], [-1.222994, -2.564135, 1.179857], [1.153566, 2.899470, -0.341818], [1.945405, 1.314998, 0.404716], [2.498731, 1.970591, -1.016517], [0.554943, 0.045432, -1.425683], [0.468172, 1.579206, -2.294092], [-1.553067, 1.241305, -1.631258], [-1.112559, 2.299853, -0.338815], [-0.610087, 0.621417, 1.193878], [-2.473424, 0.682791, 0.638543], [-0.301064, -2.914576, 1.630511], [-1.532841, -3.481251, 0.716134], [-1.848434, -2.125514, 1.915586], [2.098823, -1.552324, -0.235020], [1.498438, -2.025207, 1.050393], [2.107710, -1.366726, 0.719364]], "forces_ev_per_angstrom": [[-1.89, -0.84, -1.59], [-1.19, 2.08, 1.37], [2.24, 2.37, -2.15], [3.32, -1.20, 2.36], [0.31, -1.07, -1.71], [0.33, 0.80, -0.11], [0.69, -0.76, 0.72], [-0.52, 0.26, 0.93], [0.64, 0.28, -0.77], [1.00, -0.91, -0.09], [0.03, -0.33, 0.44], [-1.03, -0.42, -0.12], [0.11, -0.23, -0.28], [-2.33, -0.36, -0.79], [-0.60, 0.13, 0.83], [0.78, 0.91, 0.06], [-1.12, -0.16, -0.20], [-0.83, -0.65, 1.08], [0.06, 0.28, 0.38], [-0.26, -0.12, 0.28], [0.26, -0.07, -0.65]], "mulliken_charge": [-1.118, -0.324, -1.069, -0.366, -0.140, -0.889, 0.316, 0.299, 0.363, 0.319, 0.296, 0.429, 0.361, 0.255, 0.384, 0.329, 0.304, 0.255, 0.312, 0.277, -0.592], "smiles": "CCCCSC.O", "homo_lumo_gap_ev": 9.23, "energy_ev": -18293.282, "e_homo_ha": -0.31219}

=====

Entry 4:
{"formula": "C5H10O2", "method": "ωB97M-V/def2-TZVPD", "symbols": ["C", "C", "C", "O", "C", "C", "O", "H", "H", "H", "H", "H", "H", "H", "H", "H", "H"], "positions_angstrom": [[2.355101, -0.091320, 0.757584], [1.311771, 0.262090, -0.286051], [-0.117073, -0.048238, 0.190074], [-0.433450, 0.751058, 1.344979], [-1.072424, 0.333811, -0.970933], [-2.525149, 0.100202, -0.670879], [-2.987982, 0.163038, 0.449095], [3.356264, 0.234748, 0.458431], [2.089365, 0.393806, 1.699254], [2.377451, -1.175492, 0.917315], [1.326275, 1.343631, -0.488201], [1.563025, -0.214029, -1.250680], [-0.251589, -1.003236, 0.710720], [-1.384215, 0.573266, 1.478030], [-0.822330, -0.062137, -1.967975], [-0.953461, 1.427732, -1.060241], [-3.194079, -0.120457, -1.527347]], "forces_ev_per_angstrom": [[0.04, -0.03, 0.13], [-0.10, 0.07, 0.18], [-0.01, 0.44, 0.23], [-0.10, 0.82, -0.41], [-0.02, -0.04, 0.23], [-0.14, 0.03, 0.36], [0.05, -0.17, -0.42], [-0.15, -0.06, 0.06], [0.15, -0.09, -0.01], [0.05, 0.16, 0.04], [0.03, -0.15, 0.11], [-0.42, -0.07, 0.38], [0.23, -0.89, -1.58], [0.35, 0.27, 0.15], [0.09, -0.18, 0.48], [-0.11, -0.17, -0.01], [0.06, 0.05, 0.08]], "mulliken_charge": [-1.252, -0.459, 0.092, -0.574, -0.761, 0.107, -0.529, 0.372, 0.291, 0.296, 0.322, 0.329, 0.391, 0.342, 0.389, 0.303, 0.341], "smiles": "CC[C@@H](O)CC=O", "homo_lumo_gap_ev": 10.84, "energy_ev": -9441.467, "e_homo_ha": -0.36796}

=====

Entry 5:
{"formula": "C5H14N2", "method": "ωB97M-V/def2-TZVPD", "symbols": ["N", "C", "C", "C", "C", "C", "N", "H", "H", "H", "H", "H", "H", "H", "H", "H", "H", "H", "H", "H", "H"], "positions_angstrom": [[0.547630, -0.662419, 2.180420], [-0.045089, -0.186314, 0.884813], [0.834326, -0.686390, -0.327543], [0.239719, -1.236700, -1.639478], [-0.639684, -0.225785, -2.339133], [-0.071886, 1.337183, 0.831783], [-0.883463, 1.916836, 1.949501], [1.372218, -0.065014, 2.246996], [0.684814, -1.663053, 2.140977], [-1.037367, -0.649782, 0.863001], [1.651140, 0.017123, -0.561102], [1.327713, -1.595449, 0.090942], [-0.277529, -2.125762, -1.235080], [1.108613, -1.423360, -2.272867], [-1.644560, -0.113129, -1.908093], [-0.158337, 0.773308, -2.391583], [-0.674745, -0.360070, -3.433718], [0.949529, 1.692270, 1.023327], [-0.499286, 1.624199, -0.132691], [-1.587007, 2.488711, 1.511513], [-1.196749, 1.143595, 2.518011]], "forces_ev_per_angstrom": [[-0.96, 1.87, -1.04], [0.96, -0.95, -0.65], [0.76, -1.14, 0.83], [-0.20, 0.98, 1.48], [0.05, 0.98, -1.19], [-0.80, -0.32, 1.74], [0.97, -0.14, -1.17], [0.34, -1.08, 0.57], [0.62, 0.22, 0.09], [-0.14, 0.35, -0.39], [-0.34, 0.08, 0.28], [0.12, 0.67, -0.22], [-0.01, 0.01, -1.28], [-0.25, -0.70, 0.03], [0.30, -0.06, -0.25], [-0.12, -0.30, 0.82], [-0.63, -0.73, 0.37], [0.03, -0.02, -0.80], [0.50, 0.21, 0.05], [-0.60, -0.23, 0.63], [-0.59, 0.30, 0.10]], "mulliken_charge": [-0.658, 0.259, -1.028, -0.207, -1.202, -0.672, -0.567, 0.273, 0.251, 0.259, 0.350, 0.300, 0.286, 0.259, 0.278, 0.302, 0.360, 0.265, 0.384, 0.248, 0.259], "smiles": "CCC[C@@H](N)CN", "homo_lumo_gap_ev": 9.96, "energy_ev": -8391.413, "e_homo_ha": -0.32726}

=====

Entry 6:
{"formula": "C2H5FS", "method": "ωB97M-V/def2-TZVPD", "symbols": ["C", "C", "F", "S", "H", "H", "H", "H", "H"], "positions_angstrom": [[-1.323517, -1.230303, -0.995040], [-0.261489, -0.826851, -0.280948], [-0.236401, -1.001361, 1.007798], [1.177135, 1.870949, 1.511312], [-1.516867, -1.103969, -2.075195], [2.259385, 2.458616, 1.998726], [-2.072630, -1.819362, -0.506031], [0.507369, -0.240759, -0.793701], [1.467015, 1.893038, 0.133078]], "forces_ev_per_angstrom": [[-7.60, -2.89, -4.41], [7.30, 2.99, 0.89], [-0.21, 0.00, 1.32], [-0.53, -0.37, -1.31], [0.60, 0.27, 0.94], [0.49, 0.24, -0.34], [-0.27, -0.34, 0.14], [0.13, -0.12, 1.09], [0.09, 0.22, 1.68]], "mulliken_charge": [-0.945, 0.154, -0.164, -0.286, 0.310, 0.138, 0.318, 0.332, 0.142], "homo_lumo_gap_ev": [6.27, 7.73], "spin_multiplicity": 3, "energy_ev": -15701.965, "e_homo_ha": [-0.20111, -0.35725]}

=====

Entry 7:
{"formula": "C3H7NO2", "method": "ωB97M-V/def2-TZVPD", "symbols": ["C", "C", "C", "H", "H", "H", "H", "H", "H", "H", "N", "O", "O"], "positions_angstrom": [[1.422388, -0.983264, -0.123862], [-0.709277, 0.212837, -0.056994], [0.046036, 1.489881, 0.128175], [2.158962, -0.481706, 0.560571], [1.580955, -2.067425, -0.013245], [1.704220, -0.489257, -0.983316], [0.360777, 1.635064, 1.155344], [-0.792605, 2.329876, -0.226823], [0.860087, 1.478309, -0.730908], [-2.008069, -1.555681, 0.291749], [-1.939447, 0.258465, -0.198925], [-0.040863, -0.960538, 0.163939], [-2.643166, -0.866563, 0.034289]], "forces_ev_per_angstrom": [[-0.81, -1.39, 3.04], [2.35, 0.32, 0.96], [-1.47, 1.74, -4.33], [-1.44, -0.27, 0.57], [0.45, 0.59, -0.78], [-0.11, 0.21, -2.67], [0.35, 0.06, -0.14], [2.50, -1.99, 1.22], [-1.10, 0.59, 2.26], [-0.13, -0.17, -0.08], [-1.71, 1.32, 0.24], [1.48, 0.45, -0.02], [-0.37, -1.47, -0.28]], "mulliken_charge": [-0.854, 0.631, -0.749, 0.309, 0.264, 0.429, 0.242, 0.283, 0.270, 0.349, -0.361, -0.472, -0.341], "smiles": "CO/C(C)=N\\O", "homo_lumo_gap_ev": 9.75, "energy_ev": -8806.295, "e_homo_ha": -0.33162}

=====

Entry 8:
{"formula": "C9H21CoINO5P2", "method": "ωB97M-V/def2-TZVPD", "symbols": ["C", "C", "H", "H", "H", "O", "I", "Co", "P", "C", "C", "H", "H", "H", "H", "H", "H", "C", "H", "H", "H", "P", "C", "C", "H", "H", "H", "C", "H", "H", "H", "H", "H", "H", "C", "O", "O", "N", "O", "O"], "positions_angstrom": [[0.007777, 0.516380, -4.053835], [0.010579, 1.247132, -2.752819], [0.015076, 1.245096, -4.883820], [-0.889278, -0.120201, -4.139004], [0.892374, -0.137502, -4.135981], [0.006697, 2.456676, -2.624185], [-0.016285, -2.339234, -1.892985], [0.011915, 0.025741, -1.139816], [1.809853, -0.248880, -0.031885], [2.400439, 0.934694, 1.202938], [1.810314, -1.727546, 1.029442], [2.848172, -1.994780, 1.257190], [4.102207, -0.503434, -0.593145], [1.316671, -2.570228, 0.531928], [3.040707, -1.265998, -1.836693], [1.761984, 0.837000, 2.101507], [1.285117, -1.479986, 1.961828], [3.188151, -0.398764, -1.186394], [3.439926, 0.675888, 1.441448], [3.246300, 0.508077, -1.799405], [2.346853, 1.954698, 0.806199], [-1.805060, -0.171634, -0.053302], [-2.327785, 1.033010, 1.197124], [-3.192106, -0.237450, -1.205812], [-1.500870, -2.544242, 0.438822], [-2.931040, -1.839694, 1.271583], [-1.286409, -1.494494, 1.891796], [-1.884979, -1.672142, 0.986239], [-3.074444, -1.086944, -1.885729], [-4.104656, -0.335564, -0.608396], [-3.335203, 0.744742, 1.525297], [-2.339856, 2.038079, 0.756733], [-3.222740, 0.694918, -1.781650], [-1.626521, 0.979208, 2.057361], [0.043814, 1.678212, -0.402952], [0.070358, 2.761926, 0.033112], [1.050695, 0.256406, 4.757184], [-0.032599, 0.462650, 4.167184], [-1.111161, 0.729568, 4.738702], [-0.024988, 0.388614, 2.854191]], "forces_ev_per_angstrom": [[0.00, -0.36, -1.17], [0.00, 3.39, -0.96], [0.00, -0.26, 0.37], [0.29, 0.25, 0.11], [-0.29, 0.26, 0.11], [-0.02, -3.05, -0.79], [0.01, -0.05, -0.41], [0.06, 1.59, -0.43], [1.89, -0.63, 1.77], [-0.21, 0.39, -0.02], [-0.13, -0.21, -0.22], [-0.17, -0.01, 0.01], [-0.04, -0.04, -0.23], [0.21, 0.00, 0.31], [0.19, 0.12, 0.08], [0.67, 0.28, -0.65], [0.13, -0.18, -0.31], [-0.08, -0.03, -0.21], [-0.24, 0.11, 0.02], [0.11, -0.15, 0.09], [0.24, -0.14, 0.30], [-1.97, -0.63, 1.92], [0.22, 0.28, -0.06], [0.11, -0.01, -0.16], [-0.27, 0.10, 0.41], [0.22, -0.04, -0.04], [-0.18, -0.16, -0.34], [0.17, -0.12, -0.27], [-0.19, 0.14, 0.08], [0.03, -0.02, -0.25], [0.22, 0.17, -0.05], [-0.17, -0.15, 0.36], [-0.12, -0.17, 0.07], [-0.81, 0.31, -0.82], [0.14, 3.78, 2.18], [-0.13, -4.55, -1.54], [-2.57, 0.48, -1.52], [-0.63, 0.14, 0.32], [3.07, -0.76, -1.56], [0.25, -0.07, 3.52]], "mulliken_charge": [-1.234, 0.926, 0.363, 0.308, 0.310, -0.366, 0.279, -0.824, 1.224, -1.318, -1.097, 0.437, 0.466, 0.388, 0.354, 0.244, 0.139, -1.202, 0.496, 0.380, 0.513, 1.246, -1.351, -1.236, 0.391, 0.450, 0.148, -1.090, 0.361, 0.459, 0.528, 0.497, 0.387, 0.271, 0.600, -0.266, -0.333, 0.963, -0.353, -0.456], "charge": 2, "homo_lumo_gap_ev": [8.43, 5.97], "spin_multiplicity": 5, "energy_ev": -85682.218, "e_homo_ha": [-0.58924, -0.63157]}